{"formula": "C4H5IN2", "method": "ωB97M-V with the def2-TZVPD basis set", "elements": ["C", "C", "C", "C", "N", "N", "I", "H", "H", "H", "H", "H"], "xyz": [[-1.503, -1.601, -0.080], [-0.749, -1.350, 1.016], [-0.698, 0.297, -0.362], [-0.357, 2.534, -1.402], [-1.375, -0.545, -1.033], [-0.160, -0.148, 0.816], [-0.874, 3.849, 0.148], [-1.969, -2.455, -0.516], [-0.538, -1.789, 2.013], [-1.147, 2.273, -2.105], [0.770, 2.580, -1.551], [0.378, 0.411, 1.497]], "atomic_forces_ev_per_a": [[0.30, -0.08, -1.75], [0.17, -1.31, 1.88], [1.99, 3.58, -1.69], [1.06, -2.46, 2.20], [-0.44, -0.46, 1.78], [0.01, 2.38, -0.31], [-0.06, -0.11, -0.37], [-0.39, -0.65, 0.73], [-0.52, -0.30, -1.20], [0.61, 0.30, -0.05], [-1.97, -0.29, -0.39], [-0.75, -0.59, -0.83]], "nbo_charge": [-0.129, -0.105, 0.437, -0.567, -0.514, -0.600, 0.152, 0.219, 0.221, 0.227, 0.229, 0.430], "total_charge": 0, "lumo_ev": [-0.3, -0.3], "e_above_lowest_kj_mol": 381.3, "largest_force_ev_per_a": 4.43, "homo_ev": [-8.5204, -8.7042]}

{"formula": "C4HNO2", "method": "ωB97M-V with the def2-TZVPD basis set", "elements": ["C", "C", "C", "C", "N", "O", "O", "H"], "xyz": [[-0.111, -0.036, 0.736], [-0.644, -1.220, -1.848], [-2.222, -2.154, -0.345], [-2.933, -1.950, 0.734], [-0.738, -0.609, 1.486], [-1.425, -1.640, -1.113], [-3.697, -1.937, 1.594], [0.200, 0.622, 0.066]], "atomic_forces_ev_per_a": [[-1.01, -1.01, 1.60], [0.99, 0.57, -1.05], [-4.83, -3.00, 4.48], [1.82, 0.14, -3.12], [-0.38, -0.93, 1.30], [2.23, 1.91, -1.77], [-0.61, -0.03, 1.14], [1.78, 2.35, -2.58]], "nbo_charge": [0.066, 0.399, -0.247, 0.643, -0.302, -0.311, -0.464, 0.215], "total_charge": 0, "lumo_ev": [-0.3, -0.3], "e_above_lowest_kj_mol": 550.1, "largest_force_ev_per_a": 7.24, "homo_ev": [-8.9042, -8.9047]}

{"formula": "C6H16N3O2S", "method": "ωB97M-V with the def2-TZVPD basis set", "elements": ["C", "C", "C", "C", "C", "C", "N", "N", "N", "O", "O", "S", "H", "H", "H", "H", "H", "H", "H", "H", "H", "H", "H", "H", "H", "H", "H", "H"], "xyz": [[-2.481, 0.404, -0.966], [-4.453, -0.386, 0.125], [2.148, -1.588, -1.015], [3.754, -1.034, 0.899], [-2.934, -0.288, 0.271], [2.664, -0.475, -0.013], [-2.122, -0.703, 1.142], [1.554, 0.054, 0.744], [0.652, 0.511, -0.262], [1.727, 2.767, 0.206], [-0.829, 2.727, 0.534], [0.605, 2.050, -0.484], [-2.896, 0.071, -1.812], [-2.673, 1.506, -1.000], [-1.481, 0.424, -1.125], [-4.972, 0.504, 0.388], [-5.102, -1.016, 0.767], [-4.780, -0.683, -0.875], [2.852, -1.487, -1.891], [2.176, -2.566, -0.673], [1.206, -1.388, -1.186], [3.378, -1.905, 1.619], [4.165, -0.296, 1.476], [4.681, -1.267, 0.402], [1.833, 0.869, 1.135], [2.952, 0.452, -0.515], [-1.183, -0.410, 0.907], [-0.440, 3.151, 1.201]], "atomic_forces_ev_per_a": [[-0.41, 3.25, 2.07], [-1.20, -1.78, 1.43], [5.83, 2.13, 0.21], [-1.39, -2.26, 0.32], [-0.20, 0.37, -1.44], [0.09, -1.45, -0.11], [-1.49, -0.41, 0.85], [-2.14, -3.36, -0.53], [-0.57, 0.54, -0.39], [-0.27, -0.36, -0.06], [-1.76, -3.08, -4.61], [-0.86, 0.82, 0.15], [-1.97, -1.71, -3.16], [-0.40, -0.64, 0.58], [3.19, -0.54, -0.02], [0.19, 1.61, -0.31], [1.17, -0.61, 0.22], [0.47, 0.30, -0.08], [-1.13, -0.35, 0.44], [0.58, -1.88, 1.18], [-4.64, 1.22, -1.68], [0.80, 1.77, -1.76], [0.37, 2.28, 2.23], [0.04, -1.07, -0.91], [1.65, 2.94, 2.20], [1.07, -0.55, -0.88], [0.41, 0.09, -0.23], [2.59, 2.74, 4.32]], "nbo_charge": [-0.703, -0.678, -0.597, -0.613, 0.309, -0.056, -0.629, -0.495, -0.843, -1.050, -1.014, 1.522, 0.189, 0.234, 0.246, 0.224, 0.206, 0.207, 0.184, 0.185, 0.229, 0.198, 0.199, 0.198, 0.347, 0.183, 0.379, 0.441], "total_charge": -1, "lumo_ev": 3.6, "largest_force_ev_per_a": 6.21, "homo_ev": -3.8949}

{"formula": "C18H52ClNO13P", "method": "ωB97M-V with the def2-TZVPD basis set", "elements": ["C", "C", "P", "C", "C", "O", "Cl", "N", "C", "C", "O", "C", "C", "O", "H", "H", "H", "H", "H", "H", "H", "H", "H", "H", "H", "H", "C", "O", "H", "H", "H", "H", "C", "O", "H", "H", "H", "H", "C", "O", "H", "H", "H", "H", "C", "O", "H", "H", "H", "H", "C", "O", "H", "H", "H", "H", "C", "O", "H", "H", "H", "H", "C", "O", "H", "H", "H", "H", "C", "O", "H", "H", "H", "H", "C", "O", "H", "H", "H", "H", "C", "O", "H", "H", "H", "H"], "xyz": [[-2.089, -0.327, 0.618], [-3.115, -1.120, 0.877], [-3.360, -1.796, 2.477], [-5.023, -1.322, 3.111], [-5.992, -2.486, 3.123], [-6.880, -2.581, 2.332], [-5.790, -3.698, 4.390], [-3.277, -3.466, 2.518], [-3.046, -4.067, 1.208], [-1.834, -4.916, 0.972], [-3.859, -3.894, 0.345], [-2.440, -4.072, 3.589], [-1.264, -3.375, 4.231], [-2.767, -5.171, 3.925], [-1.692, -0.205, -0.376], [-1.649, 0.238, 1.426], [-3.815, -1.332, 0.091], [-2.443, -1.163, 3.321], [-4.894, -0.977, 4.127], [-5.433, -0.565, 2.462], [-2.167, -5.940, 1.053], [-1.019, -4.716, 1.653], [-1.509, -4.772, -0.041], [-0.644, -4.139, 4.662], [-1.548, -2.726, 5.057], [-0.677, -2.843, 3.500], [-3.188, -2.295, 8.187], [-2.939, -1.543, 6.991], [-2.303, -2.887, 8.398], [-3.380, -1.626, 9.026], [-4.042, -2.962, 8.051], [-3.730, -1.025, 6.825], [2.085, -1.049, 2.927], [0.871, -1.360, 3.626], [2.152, -1.702, 2.064], [2.078, -0.008, 2.595], [2.946, -1.225, 3.571], [0.821, -0.782, 4.391], [4.019, -4.663, 3.887], [3.734, -3.802, 2.783], [3.072, -4.970, 4.322], [4.561, -5.551, 3.555], [4.607, -4.140, 4.645], [4.574, -3.537, 2.403], [-1.147, -1.915, -3.528], [-1.273, -0.871, -2.550], [-1.021, -2.861, -3.007], [-2.047, -1.963, -4.146], [-0.278, -1.729, -4.154], [-1.381, -0.042, -3.028], [-1.515, 3.369, -3.314], [-1.582, 2.044, -2.763], [-0.473, 3.656, -3.388], [-1.957, 3.388, -4.311], [-2.038, 4.076, -2.666], [-2.511, 1.808, -2.707], [2.997, -0.693, -4.092], [1.596, -0.809, -4.355], [3.525, -1.348, -4.779], [3.330, 0.335, -4.250], [3.223, -0.992, -3.068], [1.143, -0.224, -3.742], [5.834, -1.257, -1.000], [5.597, -0.336, -2.060], [4.870, -1.525, -0.571], [6.320, -2.162, -1.372], [6.455, -0.804, -0.223], [6.448, -0.103, -2.436], [0.460, 5.405, -6.379], [0.440, 5.534, -4.960], [-0.499, 5.738, -6.770], [1.253, 6.026, -6.796], [0.619, 4.361, -6.668], [1.294, 5.241, -4.637], [1.351, 5.479, -1.401], [1.588, 6.175, -2.622], [2.203, 4.830, -1.216], [1.251, 6.180, -0.569], [0.448, 4.870, -1.473], [0.834, 6.746, -2.792], [2.843, 8.832, -5.317], [2.766, 7.411, -5.376], [2.879, 9.208, -6.335], [1.964, 9.247, -4.815], [3.746, 9.151, -4.789], [2.734, 7.086, -4.471]], "atomic_forces_ev_per_a": [[0.53, 0.45, 0.54], [-0.48, -0.06, -0.22], [-1.73, 0.87, 0.02], [0.57, -0.96, 0.24], [-1.30, -0.32, -0.91], [0.83, 0.07, 0.64], [0.16, 0.44, -0.03], [2.13, 0.86, 0.13], [-0.66, -0.65, -1.11], [-0.19, 0.22, 0.57], [0.02, 0.45, 0.42], [-0.34, -1.02, 1.38], [-0.52, 0.03, -0.66], [0.00, 0.13, -0.50], [-0.39, 0.52, -0.46], [0.89, -0.42, 0.17], [0.02, -0.98, -0.30], [0.15, -0.37, -0.01], [0.01, 0.32, 0.29], [-0.08, 0.36, -0.10], [0.09, -0.45, 0.20], [0.18, -0.11, 0.17], [0.04, 0.20, -0.46], [0.16, -0.46, 0.13], [-0.29, 0.27, -0.04], [0.22, 0.43, -0.10], [-0.11, 0.09, -0.10], [0.03, -0.16, -0.12], [0.04, 0.02, -0.04], [0.03, -0.06, 0.05], [0.03, -0.05, 0.06], [-0.03, 0.13, 0.03], [-0.12, 0.23, 0.18], [0.03, 0.13, -0.23], [-0.03, -0.09, 0.04], [0.05, -0.02, -0.03], [0.07, -0.03, -0.09], [0.04, -0.01, 0.08], [0.14, 0.13, -0.19], [-0.09, -0.09, 0.15], [-0.04, 0.02, -0.03], [-0.02, -0.04, 0.09], [-0.02, -0.08, 0.06], [0.04, 0.01, -0.09], [-0.18, 0.24, -0.09], [-0.07, -0.14, 0.10], [-0.01, 0.03, 0.08], [0.01, -0.12, 0.02], [-0.09, -0.27, -0.06], [0.16, 0.19, 0.07], [-0.16, -0.18, 0.01], [-0.01, -0.06, 0.03], [0.05, -0.04, -0.03], [0.06, 0.11, -0.02], [0.03, 0.05, -0.05], [-0.08, 0.05, 0.03], [-0.31, 0.13, 0.08], [0.31, 0.04, -0.07], [-0.05, -0.03, -0.04], [0.14, -0.04, 0.02], [0.13, 0.02, -0.02], [-0.02, 0.03, 0.05], [0.16, 0.15, -0.21], [-0.10, -0.11, 0.17], [-0.04, 0.02, -0.03], [-0.02, -0.05, 0.10], [-0.02, -0.08, 0.07], [0.03, 0.07, -0.08], [0.17, -0.02, 0.09], [-0.42, -0.18, -0.29], [-0.04, 0.00, 0.08], [-0.03, -0.01, -0.10], [-0.05, 0.03, -0.11], [0.09, 0.15, 0.21], [-0.04, 0.25, -0.12], [0.29, -0.07, 0.29], [0.03, 0.01, -0.04], [0.01, -0.08, 0.06], [-0.01, -0.06, 0.07], [-0.09, -0.05, -0.20], [-0.01, -0.25, 0.16], [0.14, 0.15, -0.02], [0.00, -0.03, -0.03], [0.03, 0.10, -0.03], [-0.02, 0.10, -0.03], [-0.04, -0.05, 0.05]], "mulliken_charge": [-0.411, -0.417, 0.691, -0.794, 0.439, -0.412, -0.130, 0.544, 0.477, -1.149, -0.494, 0.429, -1.267, -0.490, 0.159, 0.220, 0.449, 0.179, 0.403, 0.470, 0.316, 0.324, 0.369, 0.475, 0.200, 0.449, -0.585, -0.453, 0.232, 0.300, 0.261, 0.268, -0.598, -0.456, 0.216, 0.303, 0.275, 0.248, -0.560, -0.443, 0.181, 0.275, 0.281, 0.271, -0.484, -0.402, 0.189, 0.284, 0.251, 0.275, -0.448, -0.507, -0.013, 0.334, 0.282, 0.265, -0.514, -0.541, 0.253, 0.253, 0.189, 0.270, -0.480, -0.488, 0.105, 0.308, 0.289, 0.290, -0.620, -0.389, 0.238, 0.240, 0.263, 0.257, -0.628, -0.389, 0.240, 0.306, 0.179, 0.269, -0.607, -0.413, 0.243, 0.263, 0.272, 0.272], "total_charge": 1, "lumo_ev": -3.3, "largest_force_ev_per_a": 2.30, "homo_ev": -11.3449}

Please write out number 2 again, unchanged.
{"formula": "C4HNO2", "method": "ωB97M-V with the def2-TZVPD basis set", "elements": ["C", "C", "C", "C", "N", "O", "O", "H"], "xyz": [[-0.111, -0.036, 0.736], [-0.644, -1.220, -1.848], [-2.222, -2.154, -0.345], [-2.933, -1.950, 0.734], [-0.738, -0.609, 1.486], [-1.425, -1.640, -1.113], [-3.697, -1.937, 1.594], [0.200, 0.622, 0.066]], "atomic_forces_ev_per_a": [[-1.01, -1.01, 1.60], [0.99, 0.57, -1.05], [-4.83, -3.00, 4.48], [1.82, 0.14, -3.12], [-0.38, -0.93, 1.30], [2.23, 1.91, -1.77], [-0.61, -0.03, 1.14], [1.78, 2.35, -2.58]], "nbo_charge": [0.066, 0.399, -0.247, 0.643, -0.302, -0.311, -0.464, 0.215], "total_charge": 0, "lumo_ev": [-0.3, -0.3], "e_above_lowest_kj_mol": 550.1, "largest_force_ev_per_a": 7.24, "homo_ev": [-8.9042, -8.9047]}

What is the formula in the second record? C4HNO2